The following is a quantum chemistry calculation of an isolated molecule of C4H9BrN2 at a distorted geometry, from the Open Molecules 2025 dataset.

Structure (ORCA input):
```
! RIJCOSX wB97M-V def2-TZVPD def2/J DEFGRID3
* xyz 0 1
C -0.764 -0.169 0.706
C 0.404 -1.119 0.116
C -0.265 1.269 0.905
C 1.417 -0.423 -0.930
N -1.360 2.478 -0.942
N -0.695 2.283 0.178
Br 2.871 0.321 0.060
H -1.672 -0.354 0.022
H -1.000 -0.562 1.667
H 0.977 -1.486 0.915
H -0.011 -1.897 -0.526
H 0.643 1.391 1.517
H 1.831 -1.263 -1.654
H -1.644 1.539 -1.274
H 0.899 0.390 -1.454
H -0.220 3.166 0.574
*
```

HOMO-LUMO gap, eV: 8.4

***

The following is a quantum chemistry calculation of the ion C4H9BrNO with charge +1 at a distorted geometry, from the Open Molecules 2025 dataset.

Structure (ORCA input):
```
! RIJCOSX wB97M-V def2-TZVPD def2/J DEFGRID3
* xyz 1 1
C -1.339 0.135 -0.422
C 0.133 0.075 -0.390
C -0.346 -1.817 0.441
C 2.140 0.880 0.436
N -1.740 -1.274 -0.001
O 0.773 0.846 0.454
Br -0.014 -3.223 -0.864
H -1.799 0.920 0.172
H -1.698 0.328 -1.457
H 0.610 -0.251 -1.321
H -0.177 -1.943 1.484
H 2.645 0.764 1.486
H 2.409 1.923 0.265
H 2.584 0.060 -0.204
H -2.182 -1.097 0.847
H -2.420 -1.867 -0.544
*
```

HOMO-LUMO gap, eV: 9.1